C3H8N2OS | ωB97M-V with the def2-TZVPD basis set

Energy relative to the best compared isomer or geometry (same formula, charge and spin) (kcal per mole): 60.24
HOMO level (eV): -7.9
HOMO-LUMO gap (eV): 8.8831
Structure (SMILES): CO/C(=N\N)SC
Molecular weight (u): 120.2

Atoms and positions in Å:
C: 0.14 -0.20 2.34
C: -0.15 0.38 0.06
C: 1.28 0.96 -2.21
H: 1.10 0.30 2.56
H: -0.57 -0.25 3.18
H: 0.21 -1.23 1.94
H: 0.88 1.63 -2.98
H: 2.38 0.92 -2.35
H: 0.86 -0.01 -2.26
H: -2.16 -1.75 -0.92
H: -2.13 -1.00 0.62
N: -0.65 -0.54 -0.65
N: -1.58 -1.38 -0.11
O: -0.55 0.57 1.33
S: 0.95 1.58 -0.54

***

C24H50N4O16P2 | ωB97M-V with the def2-TZVPD basis set

HOMO level (eV): -8.4
HOMO-LUMO gap (eV): 6.7439
Structure (SMILES): O=C1C=C(O)C(=O)C=C1O.COP(=O)(OC)OC.COP(=O)(OC)OC.CN(C)C=O.CN(C)C=O.CN(C)C=O.CN(C)C=O
Molecular weight (u): 712.6

Atoms and positions in Å:
C: 0.97 -1.31 4.99
C: 0.89 -0.13 4.38
C: -0.14 0.90 4.75
O: -0.11 2.03 4.32
C: -1.06 0.50 5.83
C: -1.04 -0.73 6.36
C: -0.01 -1.77 5.98
O: -0.06 -2.87 6.48
O: -2.00 -1.14 7.19
O: 1.84 0.39 3.60
H: 1.84 -1.95 4.92
H: -1.85 1.20 6.07
H: -2.00 -2.10 7.28
H: 1.69 1.34 3.45
C: 3.62 0.44 -1.95
O: 3.03 -0.29 -2.73
N: 4.14 1.64 -2.32
C: 4.82 2.52 -1.40
C: 4.09 2.10 -3.69
H: 3.80 0.25 -0.88
H: 5.82 2.79 -1.75
H: 4.90 2.07 -0.40
H: 4.23 3.43 -1.32
H: 3.87 1.28 -4.37
H: 3.33 2.86 -3.89
H: 5.09 2.45 -3.95
C: 0.72 -2.23 -3.31
O: 0.35 -1.39 -4.10
N: -0.09 -2.93 -2.48
C: 0.43 -3.95 -1.60
C: -1.50 -2.69 -2.38
H: 1.77 -2.58 -3.21
H: 0.43 -3.75 -0.52
H: 1.47 -4.20 -1.79
H: -0.17 -4.87 -1.64
H: -1.87 -2.01 -3.15
H: -2.11 -3.59 -2.42
H: -1.87 -2.16 -1.51
C: 1.40 0.96 -5.87
O: 1.48 0.88 -7.08
N: 0.90 2.05 -5.21
C: 0.41 3.18 -5.95
C: 0.61 1.93 -3.79
H: 1.71 0.13 -5.22
H: 0.76 3.13 -6.98
H: 0.94 4.07 -5.59
H: -0.65 3.42 -5.97
H: -0.46 1.87 -3.63
H: 1.18 1.12 -3.34
H: 0.95 2.81 -3.23
C: 1.19 5.79 0.05
O: 0.73 6.58 -0.76
N: 0.46 5.23 1.04
C: 1.01 4.16 1.86
C: -0.96 5.55 1.12
H: 2.25 5.52 0.11
H: 0.35 3.32 1.64
H: 0.97 4.30 2.94
H: 2.04 3.92 1.64
H: -1.17 6.57 0.81
H: -1.51 4.77 0.61
H: -1.22 5.54 2.19
C: 1.52 -1.25 0.39
O: 0.57 -0.45 1.10
P: -0.15 0.72 0.33
O: 0.75 1.62 -0.42
O: -1.25 -0.07 -0.53
C: -2.16 0.76 -1.26
O: -1.04 1.45 1.46
C: -2.22 0.85 1.96
H: 1.33 -2.28 0.71
H: 2.53 -1.03 0.73
H: 1.45 -1.21 -0.70
H: -2.27 0.38 -2.27
H: -1.79 1.78 -1.39
H: -3.09 0.89 -0.71
H: -3.16 1.17 1.49
H: -2.42 1.00 3.02
H: -2.20 -0.23 1.81
C: -0.41 -3.79 2.60
O: -1.27 -3.49 1.51
P: -2.87 -3.42 1.67
O: -3.50 -2.30 2.39
O: -3.34 -3.57 0.18
C: -4.65 -3.13 -0.20
O: -3.17 -4.83 2.41
C: -3.09 -6.01 1.60
H: -0.94 -3.82 3.57
H: 0.42 -3.10 2.71
H: -0.09 -4.83 2.43
H: -5.07 -2.38 0.47
H: -5.28 -4.03 -0.25
H: -4.60 -2.76 -1.23
H: -2.58 -5.85 0.65
H: -4.10 -6.37 1.40
H: -2.49 -6.77 2.10

***

C24H38N2 | ωB97M-V with the def2-TZVPD basis set

Energy relative to the best compared isomer or geometry (same formula, charge and spin) (kcal per mole): 2.17
HOMO level (eV): -14.7
HOMO-LUMO gap (eV): 6.7231
Total charge: +2
Molecular weight (u): 354.6

Atoms and positions in Å:
C: 11.15 1.24 0.01
C: 9.64 1.26 0.18
C: 8.91 0.90 -1.11
H: 9.20 -0.11 -1.42
H: 9.24 1.58 -1.89
C: 7.39 0.99 -1.00
C: 6.79 -0.10 -0.11
C: 5.26 -0.07 -0.15
H: 4.91 0.91 0.17
H: 4.92 -0.24 -1.17
C: 4.68 -1.16 0.77
N: 3.23 -1.17 0.70
C: 2.61 -1.90 -0.24
C: 1.24 -1.91 -0.36
C: 0.45 -1.13 0.51
C: 1.13 -0.36 1.46
C: 2.50 -0.40 1.53
H: 3.04 0.17 2.27
H: 0.60 0.24 2.18
C: -1.01 -1.15 0.44
C: -1.78 -0.04 0.80
C: -3.16 -0.10 0.75
N: -3.79 -1.22 0.37
C: -3.08 -2.30 0.00
C: -1.71 -2.30 0.03
H: -1.19 -3.20 -0.24
H: -3.63 -3.17 -0.30
C: -5.24 -1.24 0.28
H: -5.66 -0.60 1.06
H: -5.59 -2.26 0.43
C: -5.70 -0.75 -1.10
C: -7.20 -1.01 -1.32
C: -8.13 -0.31 -0.33
C: -8.06 1.22 -0.38
C: -9.16 1.86 0.45
C: -9.10 3.38 0.41
H: -9.90 3.81 1.01
H: -8.15 3.75 0.79
H: -9.22 3.74 -0.61
H: -9.08 1.52 1.49
H: -10.13 1.53 0.08
H: -7.09 1.57 -0.02
H: -8.16 1.55 -1.42
H: -9.15 -0.61 -0.58
H: -7.95 -0.65 0.69
H: -7.38 -2.08 -1.27
H: -7.44 -0.68 -2.33
H: -5.49 0.32 -1.20
H: -5.14 -1.27 -1.87
H: -3.77 0.75 1.02
H: -1.32 0.89 1.10
H: 0.79 -2.50 -1.14
H: 3.23 -2.48 -0.90
H: 4.98 -0.97 1.80
H: 5.06 -2.13 0.46
H: 7.13 0.05 0.92
H: 7.14 -1.07 -0.45
H: 7.11 1.97 -0.62
H: 6.96 0.89 -2.01
H: 9.37 0.56 0.98
H: 9.33 2.26 0.52
H: 11.65 1.49 0.94
H: 11.46 1.96 -0.75
H: 11.49 0.26 -0.32

***

C19H20N2O4S | ωB97M-V with the def2-TZVPD basis set

Energy relative to the best compared isomer or geometry (same formula, charge and spin) (kcal per mole): 17.48
HOMO level (eV): -8.2
HOMO-LUMO gap (eV): 8.8456
Structure (SMILES): CCOc1ccccc1NS(=O)(=O)c1cc2c3c(c1)CC(=O)N3CCC2
Molecular weight (u): 372.4

Atoms and positions in Å:
C: 5.14 1.52 -2.88
C: 5.12 0.45 -1.80
O: 3.91 0.60 -1.08
C: 3.69 -0.20 0.01
C: 4.51 -1.24 0.42
C: 4.19 -1.99 1.55
C: 3.05 -1.70 2.27
C: 2.21 -0.67 1.86
C: 2.52 0.08 0.74
N: 1.68 1.10 0.27
S: 0.59 2.00 1.15
O: 0.62 3.32 0.59
O: 0.81 1.84 2.56
C: -0.98 1.25 0.73
C: -1.07 -0.12 0.56
C: -2.30 -0.71 0.28
C: -3.39 0.15 0.18
C: -3.30 1.53 0.32
C: -2.07 2.10 0.61
H: -1.93 3.16 0.73
C: -4.67 2.09 0.11
H: -5.06 2.61 0.99
H: -4.73 2.78 -0.73
C: -5.52 0.84 -0.17
O: -6.70 0.79 -0.42
N: -4.68 -0.24 -0.10
C: -5.00 -1.63 -0.27
C: -3.78 -2.36 -0.84
H: -4.01 -3.42 -0.94
H: -3.56 -1.96 -1.83
C: -2.55 -2.18 0.06
H: -1.68 -2.65 -0.39
H: -2.73 -2.66 1.03
H: -5.86 -1.70 -0.94
H: -5.28 -2.06 0.70
H: -0.19 -0.73 0.65
H: 2.08 1.61 -0.50
H: 1.34 -0.42 2.44
H: 2.80 -2.27 3.15
H: 4.84 -2.79 1.85
H: 5.41 -1.47 -0.12
H: 5.16 -0.55 -2.26
H: 5.97 0.57 -1.13
H: 5.09 2.51 -2.42
H: 6.05 1.44 -3.46
H: 4.29 1.40 -3.54